Record 1
Entry from OMol25: a cluster of 14 separate species, C5H37NO15 in total in a non-equilibrium geometry (wB97M-V/def2-TZVPD).

```
! RIJCOSX wB97M-V def2-TZVPD def2/J DEFGRID3
* xyz 0 1
C 0.65082 0.29620 -0.63636
N -0.44391 0.17323 0.31732
C -0.28158 0.17163 1.75397
C -1.36106 -0.71916 2.55552
C -2.76824 -0.39376 2.00553
O -1.23930 -0.31443 3.90476
C 1.06566 -0.18138 2.35038
O 1.51921 -1.27992 2.51126
H 1.55140 -0.33366 -0.54019
H 1.06824 1.28992 -0.55624
H 0.15630 0.15912 -1.60731
H -1.00640 -0.64806 0.11117
H -0.53145 1.23242 1.97106
H -1.06887 -1.75107 2.44906
H -2.74912 0.11576 1.04922
H -3.30211 -1.32249 1.68967
H -3.39998 0.00180 2.81625
H -1.57176 0.58829 3.89712
H 1.62274 0.76363 2.48155
H 2.22770 -3.71967 1.96797
H 1.18093 -4.69651 1.35533
O 1.88251 -4.07091 1.14784
H 3.17296 1.95514 3.36722
H 2.90705 2.62986 2.06992
O 3.64033 2.42410 2.67040
H -0.33960 -2.93324 -2.38060
H -0.14419 -2.07747 -3.73487
O -0.74831 -2.62036 -3.20491
H -2.52291 3.68389 1.34420
H -2.08248 2.30133 1.31503
O -1.69094 3.18822 1.34226
H 2.04584 2.53012 -2.92896
H 2.77058 1.30184 -3.35282
O 1.90314 1.70456 -3.43768
H -0.82429 -4.54487 0.41581
H -1.75545 -4.00934 1.53338
O -1.02298 -4.59879 1.36149
H 0.51881 2.12960 0.82729
H 0.22652 3.61830 1.23748
O 0.91182 2.96107 1.11314
H -3.01012 -2.39796 -1.32781
H -2.08653 -1.72699 -2.18994
O -2.64776 -1.50704 -1.40755
H 1.65148 3.09917 -0.21596
H 0.95170 3.99360 -1.15369
O 1.78373 3.50068 -1.08472
H -2.45165 -0.03678 -2.28124
H -2.81102 1.42899 -2.41113
O -2.06331 0.82582 -2.56338
H -0.95644 2.89233 -2.86976
H 0.33887 3.00371 -3.51466
O -0.19858 3.49204 -2.87094
H 1.29707 -0.29340 -4.66180
H 0.40197 0.26443 -3.57089
O 0.83422 -0.54391 -3.84960
H 1.05119 -3.54545 -0.38389
H 0.53692 -2.16729 -0.50094
O 0.27054 -3.06104 -0.73170
*
```

**ΔE to the lowest compared entry with this formula, charge and spin**: 131.77 kcal per mole
**Total energy**: -1395.98175 a.u.
**Gap between HOMO and LUMO**: 9.25 eV
**LUMO level**: -0.13 eV
**HOMO level**: -9.4 eV

Record 2
Entry from OMol25: a cluster of 14 separate species, C5H37NO15 in total in a non-equilibrium geometry (wB97M-V/def2-TZVPD).

```
! RIJCOSX wB97M-V def2-TZVPD def2/J DEFGRID3
* xyz 0 1
C -0.25303 -0.43712 0.89750
N 0.17509 0.59513 1.85609
C -0.67098 0.75285 3.04154
C -2.08725 1.38191 2.75146
C -1.76792 2.78484 2.12872
O -2.69487 1.47841 4.02996
C -0.88635 -0.59653 3.76620
O -0.32916 -1.64654 3.56643
H -0.50095 0.13485 0.01619
H -1.02865 -1.08506 1.29130
H 0.59403 -1.04245 0.59817
H 0.30611 1.50562 1.44220
H -0.08943 1.40075 3.70110
H -2.69715 0.77794 2.07669
H -2.71536 3.29016 2.34980
H -0.86661 3.12237 2.63569
H -1.69227 2.89526 1.06340
H -3.59368 1.18671 3.95183
H -1.57152 -0.44685 4.61365
H -0.65560 -2.93764 -1.66623
H 0.05106 -3.25010 -0.32051
O -0.77920 -3.34425 -0.79709
H -0.06179 -3.33896 2.27215
H -0.11692 -4.52457 1.49080
O 0.43639 -3.73926 1.53632
H -1.49483 2.77546 -2.23818
H -0.89160 1.58057 -2.90298
O -0.68015 2.25967 -2.19331
H 2.62832 2.62952 0.72791
H 3.48556 3.63717 0.07275
O 2.55954 3.49650 0.29906
H 0.95517 -1.17731 -2.34367
H -0.12528 -0.32209 -1.81714
O 0.00242 -1.23894 -2.07166
H -1.67439 1.19971 -0.48128
H -2.80569 0.24798 -0.78167
O -2.61911 1.09187 -0.35985
H 3.51623 -3.32809 1.49618
H 2.42846 -3.94302 2.30483
O 3.38733 -3.74950 2.36494
H 0.87614 4.04716 -2.66701
H 0.79598 3.06353 -3.81009
O 1.39745 3.67029 -3.37804
H 3.10674 -1.08197 0.31662
H 2.58662 -2.42238 0.48408
O 3.16452 -1.92629 -0.12707
H 3.67267 1.89708 -2.63888
H 2.15589 2.05025 -1.96133
O 3.05620 1.71481 -1.95071
H 2.97420 -0.07937 -2.58914
H 2.80423 -1.52035 -2.01021
O 2.52603 -0.93769 -2.73510
H -1.73759 0.01817 -4.13336
H -0.22000 -0.15562 -3.78759
O -0.89445 0.47224 -4.09536
H -4.27632 -2.60155 -2.29707
H -3.22015 -3.44742 -1.54976
O -3.94413 -2.83784 -1.43931
*
```

**ΔE to the lowest compared entry with this formula, charge and spin**: 125.24 kcal per mole
**Total energy**: -1395.99215 a.u.
**Gap between HOMO and LUMO**: 8.84 eV
**LUMO level**: -0.06 eV
**HOMO level**: -8.9 eV

Record 3
Entry from OMol25: a cluster of 13 separate species, C5H38N2O12 in total in a non-equilibrium geometry (wB97M-V/def2-TZVPD).

```
! RIJCOSX wB97M-V def2-TZVPD def2/J DEFGRID3
* xyz 2 1
C -2.15911 3.68782 -0.40375
C -1.24033 2.62085 0.20507
C -1.85435 1.22069 0.19641
C -1.05400 0.40259 1.19830
C -0.73640 -0.86019 0.95933
N 0.18202 -1.59841 1.79457
N 0.12011 2.59092 -0.46927
H -3.16895 3.29364 -0.55091
H -2.28428 4.48694 0.29647
H -1.96932 3.94385 -1.44660
H -1.02021 3.12555 1.13610
H -1.95836 0.75948 -0.78987
H -2.90655 1.29499 0.48139
H -0.64827 0.93521 2.05032
H -1.06137 -1.34545 0.04640
H -0.06721 -2.58641 1.78806
H 0.20939 -1.51410 2.84375
H 1.15703 -1.53964 1.45943
H 0.70911 3.42202 -0.47858
H 0.04765 2.49230 -1.49501
H 0.70101 1.87791 -0.02156
H 1.54500 -4.73420 1.48679
H 1.43310 -3.90525 0.15158
O 1.15907 -3.95434 1.07896
H 0.91742 -1.33247 5.00109
H 2.14043 -1.01636 4.23106
O 1.16935 -0.99038 4.13452
H 2.81860 3.04430 -3.05922
H 2.29026 4.26583 -2.50502
O 2.34799 3.32351 -2.26647
H 2.54219 -3.51668 -2.08568
H 3.50024 -2.49691 -1.55340
O 2.58876 -2.79108 -1.44784
H -0.27170 -2.31435 -1.96993
H -0.00514 -3.29629 -3.03729
O 0.09250 -3.20743 -2.07859
H -2.74892 -1.60492 2.58426
H -2.55792 -2.46266 3.76046
O -2.03465 -2.08005 3.04234
H -2.08279 -1.13891 -3.60574
H -1.69611 -0.00593 -2.72712
O -1.80402 -0.96434 -2.70518
H -0.42537 2.57353 -2.67326
H -1.91290 2.53530 -3.08650
O -1.28033 2.19557 -2.43595
H 1.18923 3.41903 3.30756
H 1.86697 2.19628 2.64609
O 1.17867 2.86178 2.53615
H -2.59152 -3.30967 0.97063
H -3.58193 -3.48726 -0.20605
O -3.52561 -3.36029 0.74560
H 2.33669 0.11638 -2.88255
H 3.60501 0.87525 -2.29658
O 2.87610 0.28134 -2.11392
H 2.33653 -0.66037 -0.63251
H 3.26015 -0.93922 0.55374
O 2.32706 -0.82930 0.33792
*
```

**ΔE to the lowest compared entry with this formula, charge and spin**: 99.92 kcal per mole
**Total energy**: -1225.10812 a.u.
**Gap between HOMO and LUMO**: 10.22 eV
**LUMO level**: -5.45 eV
**HOMO level**: -15.7 eV

Record 4
Entry from OMol25: a cluster of 13 separate species, C5H39N2O12 in total in a non-equilibrium geometry (wB97M-V/def2-TZVPD).

```
! RIJCOSX wB97M-V def2-TZVPD def2/J DEFGRID3
* xyz 1 1
N -0.10736 1.27011 0.75999
C -1.09960 2.44271 0.35425
C -2.06949 2.58133 1.48754
C -1.42806 3.29356 2.69547
C -3.46569 3.30415 0.97478
C -0.11633 3.66258 -0.18898
N 0.68996 3.49579 -1.40234
H 0.79832 1.58923 0.63704
H -0.17882 0.43804 0.10887
H -0.26706 0.99687 1.73055
H -1.68220 2.05745 -0.53411
H -2.43771 1.47971 1.87462
H -2.24168 3.26454 3.50967
H -1.24526 4.31058 2.34091
H -0.44522 2.81811 3.11087
H -3.40939 4.40356 0.96660
H -4.25843 3.03919 1.60895
H -3.71240 2.88343 -0.11348
H 0.69296 3.76785 0.49722
H -0.80894 4.60736 -0.29690
H 0.45171 4.11889 -2.20313
H 0.90759 2.61178 -1.72400
H 1.78301 0.90190 -2.06290
H 1.69532 1.36278 -3.63644
O 1.43924 0.70103 -2.95818
H 2.99146 0.68174 -0.12279
H 2.73329 2.24956 -0.60180
O 2.24327 1.34136 -0.49388
H 0.31698 -0.70302 -4.44076
H 1.34550 -1.14170 -3.60387
O 0.51857 -1.53560 -3.95244
H 3.64888 -1.51618 -0.32414
H 2.65367 -1.09667 0.85510
O 3.07807 -0.82821 -0.04211
H -1.04125 -3.26280 -0.57725
H -0.36248 -4.30498 0.37561
O -0.07016 -3.47592 -0.12981
H -2.00535 0.96535 4.42648
H -1.15330 -0.38404 4.22724
O -1.30505 0.51666 3.90911
H -3.45926 -1.22230 -0.83885
H -2.15328 -0.55261 -0.58566
O -3.08800 -0.47103 -0.46917
H 1.93265 -3.88623 -1.20319
H 2.96012 -3.72606 -2.45532
O 2.72882 -3.45967 -1.54003
H -0.24253 -1.73313 -0.08192
H -0.21979 -1.15154 -1.47912
O -0.47638 -1.01063 -0.55416
H 1.25546 -4.57709 2.84150
H 2.58492 -4.02106 2.41235
O 1.71091 -3.93888 2.23518
H 1.03366 -2.15133 1.94362
H 1.60625 -1.14683 3.10180
O 1.19200 -1.28893 2.09075
H -2.14589 -3.71441 -2.56742
H -1.22663 -2.46149 -2.45081
O -1.93356 -2.90791 -2.10865
*
```

**ΔE to the lowest compared entry with this formula, charge and spin**: 96.98 kcal per mole
**Total energy**: -1225.97962 a.u.
**Gap between HOMO and LUMO**: 9.29 eV
**LUMO level**: -2.55 eV
**HOMO level**: -11.8 eV